ORCA calculation (ωB97M-V/def2-TZVPD) on a cluster of 10 separate species, C65H64N11O22PS2 in total.

Positions of all 165 atoms, in Å:
C -0.172 -5.159 -3.671
C -1.334 -4.303 -4.441
O -2.574 -5.055 -4.445
C -1.478 -2.896 -3.629
O -2.327 -2.016 -4.409
P -1.718 -0.412 -4.488
C -3.312 0.674 -4.526
C -4.465 0.014 -3.567
C -5.714 -0.464 -4.457
S -6.634 -1.929 -3.796
C -8.306 -1.406 -3.163
S -8.440 0.065 -2.382
N -9.483 -2.280 -3.310
C -10.117 -2.934 -2.165
C -11.303 -3.826 -2.628
N -11.308 -3.600 -4.083
C -10.254 -2.690 -4.466
C -0.851 0.121 -2.893
O -1.515 -0.344 -1.681
O -0.591 -0.101 -0.688
H 0.646 -5.477 -4.418
H -0.669 -6.139 -3.329
H 0.260 -4.605 -2.775
H -0.953 -4.034 -5.481
H -2.718 -5.285 -3.491
H -0.410 -2.526 -3.473
H -2.044 -3.157 -2.671
H -3.020 1.662 -3.999
H -3.692 0.835 -5.590
H -4.857 0.849 -2.869
H -4.010 -0.794 -2.901
H -6.421 0.439 -4.564
H -5.290 -0.758 -5.488
H -9.817 -2.830 -1.073
H -11.988 -4.482 -2.006
H -10.073 -2.347 -5.539
H 0.199 -0.373 -2.894
H -0.636 1.259 -2.841
H -0.660 -0.808 0.009
C -14.752 -1.140 -1.615
C -13.996 -2.266 -1.303
C -14.118 -2.862 -0.053
C -15.006 -2.324 0.878
C -15.760 -1.193 0.574
C -15.630 -0.601 -0.678
N -15.156 -2.964 2.187
O -14.464 -3.944 2.425
O -15.968 -2.484 2.966
H -14.658 -0.680 -2.595
H -13.313 -2.681 -2.037
H -13.523 -3.739 0.178
H -16.449 -0.765 1.294
H -16.214 0.278 -0.926
C 5.189 -0.107 0.909
C 4.949 -1.319 0.267
C 3.691 -1.908 0.337
C 2.677 -1.271 1.052
C 2.913 -0.061 1.703
C 4.175 0.519 1.629
N 1.346 -1.873 1.107
O 1.180 -2.943 0.540
O 0.468 -1.269 1.717
H 6.176 0.355 0.847
H 5.743 -1.803 -0.292
H 3.517 -2.852 -0.168
H 2.131 0.439 2.265
H 4.368 1.462 2.131
C 4.095 -8.275 0.944
C 4.343 -8.668 -0.368
C 3.913 -7.874 -1.426
C 3.238 -6.684 -1.157
C 2.980 -6.289 0.154
C 3.412 -7.091 1.206
N 2.805 -5.832 -2.266
O 3.031 -6.217 -3.405
O 2.245 -4.780 -1.989
H 4.438 -8.895 1.767
H 4.875 -9.592 -0.566
H 4.113 -8.191 -2.444
H 2.451 -5.367 0.372
H 3.219 -6.792 2.231
C 9.286 4.176 4.700
C 9.342 4.222 3.310
C 8.839 3.165 2.558
C 8.278 2.068 3.210
C 8.227 2.013 4.602
C 8.734 3.073 5.346
N 7.725 0.964 2.424
O 7.804 1.037 1.200
O 7.211 0.034 3.027
H 9.674 5.005 5.284
H 9.775 5.084 2.814
H 8.889 3.213 1.476
H 7.796 1.161 5.117
H 8.697 3.042 6.430
C 10.033 4.414 12.306
C 9.552 5.457 11.519
C 9.826 5.483 10.156
C 10.580 4.456 9.590
C 11.070 3.414 10.374
C 10.794 3.397 11.737
N 10.849 4.467 8.150
O 10.419 5.408 7.496
O 11.485 3.534 7.683
H 9.812 4.394 13.369
H 8.961 6.248 11.968
H 9.446 6.301 9.553
H 11.661 2.614 9.942
H 11.168 2.589 12.356
C -4.133 6.056 -8.592
C -3.991 4.708 -8.911
C -3.300 3.858 -8.053
C -2.759 4.369 -6.875
C -2.891 5.718 -6.554
C -3.581 6.561 -7.418
N -2.053 3.473 -5.956
O -1.940 2.299 -6.279
O -1.619 3.948 -4.916
H -4.677 6.715 -9.261
H -4.422 4.320 -9.828
H -3.197 2.811 -8.313
H -2.468 6.124 -5.641
H -3.692 7.613 -7.177
C -4.982 -6.386 -5.899
C -5.222 -7.611 -6.516
C -6.474 -8.209 -6.416
C -7.482 -7.567 -5.698
C -7.247 -6.344 -5.072
C -5.990 -5.755 -5.175
N -8.810 -8.181 -5.611
O -8.974 -9.264 -6.158
O -9.679 -7.575 -5.002
H -4.006 -5.920 -5.984
H -4.432 -8.099 -7.078
H -6.648 -9.163 -6.901
H -8.025 -5.841 -4.508
H -5.797 -4.802 -4.694
C -2.922 1.467 1.787
C -3.195 2.786 2.138
C -2.475 3.400 3.158
C -1.478 2.682 3.818
C -1.205 1.359 3.476
C -1.932 0.753 2.457
N -0.699 3.331 4.875
O -0.979 4.487 5.161
O 0.189 2.682 5.409
H -3.482 0.994 0.987
H -3.968 3.338 1.614
H -2.697 4.428 3.422
H -0.435 0.792 3.987
H -1.726 -0.275 2.181
C 13.646 9.829 5.724
C 14.111 8.534 5.930
C 13.478 7.460 5.313
C 12.381 7.696 4.487
C 11.905 8.990 4.282
C 12.543 10.058 4.905
N 11.727 6.571 3.816
O 12.159 5.450 4.033
O 10.786 6.819 3.070
H 14.146 10.666 6.203
H 14.970 8.362 6.570
H 13.850 6.455 5.482
H 11.049 9.182 3.645
H 12.183 11.069 4.751

Properties
- total charge = 0
- structure (SMILES) = C[C@@H](O)COP(CCCSC(=S)n1ccnc1)COO.O=[N+]([O-])c1ccccc1.O=[N+]([O-])c1ccccc1.O=[N+]([O-])c1ccccc1.O=[N+]([O-])c1ccccc1.O=[N+]([O-])c1ccccc1.O=[N+]([O-])c1ccccc1.O=[N+]([O-])c1ccccc1.O=[N+]([O-])c1ccccc1.O=[N+]([O-])c1ccccc1
- calculated total energy (eV) = -160805.1001